1.
# C5H11O2

2 unconnected molecules or ions with the total composition C5H11O2 (wB97M-V/def2-TZVPD, OMol25).

```
18
Properties=species:S:1:pos:R:3:forces:R:3:nbo_charge:R:1
C 1.376358 0.573603 -0.413466 -1.7 -0.2 -0.9 -0.02
O 1.056385 -0.743361 -0.564508 0.3 0.1 0.1 -0.95
C 0.110863 1.451551 -0.851920 1.3 -2.0 0.1 -0.44
C -1.054820 1.315725 0.130929 1.5 0.1 1.6 -0.45
C -1.151193 -0.078240 0.756092 -1.9 1.1 -0.3 -0.06
C -2.352182 -0.695180 0.761995 1.3 0.3 0.1 -0.53
H 1.618344 0.809941 0.633253 0.6 0.5 0.1 0.10
H 2.110697 0.953031 -1.172486 0.5 -0.2 0.8 0.10
H -0.004158 0.880554 -1.803430 -0.8 0.9 0.4 0.21
H 0.450354 2.465963 -1.013612 -0.3 0.5 -0.1 0.17
H -0.771825 1.880793 1.063003 -0.3 0.4 -0.9 0.18
H -1.955197 1.747668 -0.303652 -0.4 -0.4 0.3 0.19
H -0.324466 -0.327275 1.409402 0.3 -0.7 -0.8 0.21
H -3.209863 -0.059008 0.565284 -0.2 -0.6 -0.8 0.18
H -2.410576 -1.753027 0.974923 -0.5 0.1 0.6 0.19
H 1.908728 -2.044099 0.012863 0.4 0.3 -0.6 0.52
H 2.039038 -3.560306 -0.225174 -0.4 -0.6 -0.2 0.44
O 2.563507 -2.818330 0.040508 0.1 0.5 0.6 -1.02
```
Positions in Å, forces in eV/Å.

Gap between HOMO and LUMO: 7.1 eV
Energy above the lowest of the compared OMol25 structures with the same formula, charge and spin: 3.078 eV
Charge: -1
Multiplicity: 1

2.
# C5H11O2

2 unconnected molecules or ions with the total composition C5H11O2 (wB97M-V/def2-TZVPD, OMol25).

```
18
Properties=species:S:1:pos:R:3:forces:R:3:nbo_charge:R:1
C 1.641900 0.800361 -1.022786 0.3 -0.7 0.3 -0.60
C 0.550279 0.170460 -0.156149 -0.4 -0.4 0.1 -0.25
C 0.417902 -1.356055 -0.158674 0.9 -0.1 -0.6 -0.61
C 0.551299 0.658305 1.290337 -1.0 0.4 -1.0 -0.62
H 1.530871 1.892755 -0.980695 0.3 -0.2 -0.1 0.19
H 2.646703 0.493510 -0.666579 -0.3 0.3 -0.1 0.18
H 1.558437 0.466407 -2.070417 0.0 0.2 0.3 0.20
H -0.392166 0.485722 -0.584940 -0.1 0.2 -0.1 0.25
H -0.485015 -1.605704 0.382331 -0.2 -0.1 0.0 0.26
H 1.267945 -1.888476 0.299261 0.1 0.3 0.1 0.16
H 0.351159 -1.736992 -1.186335 -0.2 0.0 0.1 0.19
H 0.562337 1.752463 1.240482 0.2 0.0 0.5 0.18
H -0.387414 0.315078 1.748390 0.3 0.2 -0.1 0.27
H 1.372294 0.245341 1.826857 1.0 -0.1 0.6 0.17
O -2.316658 -0.521009 1.143524 -0.8 0.5 -2.8 -0.84
C -2.779830 -0.181472 -0.041287 -0.1 -0.4 3.8 0.63
O -2.243492 -0.180189 -1.143000 -0.1 -0.1 -0.6 -0.75
H -3.846545 0.189498 0.079684 0.2 -0.1 -0.5 0.00
```
Positions in Å, forces in eV/Å.

Gap between HOMO and LUMO: 8.0 eV
Energy above the lowest of the compared OMol25 structures with the same formula, charge and spin: 0.392 eV
Charge: -1
Multiplicity: 1

3.
# C5H11O2

2 unconnected molecules or ions with the total composition C5H11O2 (wB97M-V/def2-TZVPD, OMol25).

```
18
Properties=species:S:1:pos:R:3:forces:R:3:nbo_charge:R:1
C -0.788870 1.159848 -0.743063 -1.4 -0.3 1.1 -0.41
C 0.646614 1.343782 -0.252453 -0.6 0.0 -1.5 -0.60
C -1.872659 1.800181 0.160388 0.3 0.5 0.8 -0.61
H -1.087928 1.511520 -1.729695 1.0 -0.1 -0.3 0.21
H -0.978658 0.093114 -0.711653 -0.1 -0.3 -0.3 0.20
H 0.962637 2.357305 -0.488006 0.4 0.1 0.5 0.21
H -2.547847 1.080842 0.624394 -0.1 -0.1 -0.3 0.21
H -1.454225 2.332658 1.024795 0.3 -0.1 -0.1 0.20
H 1.249258 0.644043 -0.838690 0.3 0.2 0.2 0.20
H 0.723986 1.071775 0.797207 0.0 0.3 0.1 0.20
H -2.451355 2.566989 -0.355591 -0.1 -0.2 -0.1 0.20
C 1.554882 -2.010545 0.753933 -0.2 -0.3 -0.5 -0.70
C 0.445491 -2.630754 -0.131760 -0.1 1.1 1.4 0.71
O -0.722222 -2.547870 0.146366 -0.2 -0.4 -0.4 -0.57
O 1.002592 -3.184206 -1.160711 0.0 -0.3 -0.4 -0.17
H 1.704034 -2.667416 1.609435 0.4 -0.2 -0.3 0.25
H 1.188050 -1.078046 1.169187 -0.2 0.1 -0.3 0.25
H 2.426222 -1.843222 0.125916 0.4 0.0 0.5 0.23
```
Positions in Å, forces in eV/Å.

Gap between HOMO and LUMO (spin up / spin down): 11.7 / 7.6 eV
Energy above the lowest of the compared OMol25 structures with the same formula, charge and spin: 0.397 eV
Charge: 0
Multiplicity: 2

4.
# C5H11O3

2 unconnected molecules or ions with the total composition C5H11O3 (wB97M-V/def2-TZVPD, OMol25).

```
19
Properties=species:S:1:pos:R:3:forces:R:3:nbo_charge:R:1
O 0.489957 -2.269938 0.787396 0.4 0.1 0.4 -0.76
C -0.137988 -1.341678 0.260139 -1.8 -0.2 -2.4 0.75
O -1.341760 -0.994171 0.457002 0.6 -0.1 0.1 -0.81
C 0.487887 -0.669242 -1.014471 1.3 -0.5 1.1 -0.52
C -0.003491 0.754474 -1.338212 1.5 0.0 2.4 -0.42
C 1.095678 1.818995 -1.024661 -1.0 0.2 -1.9 -0.39
C 0.587782 3.229229 -1.366342 -0.1 0.1 0.6 -0.60
H 1.592152 -0.821039 -0.753179 -1.1 0.7 -1.0 0.20
H 0.241271 -1.240730 -1.926226 0.2 -0.5 0.8 0.20
H -0.201428 0.676259 -2.402803 -0.6 1.1 0.0 0.19
H -0.811748 1.008855 -0.623070 -0.3 -0.5 -1.1 0.24
H 1.469840 1.889896 -0.008151 0.0 -0.8 0.2 0.20
H 1.867453 1.516351 -1.739240 0.6 0.5 0.5 0.18
H 0.354455 3.367632 -2.405109 0.1 0.0 -0.7 0.19
H 1.282368 3.998918 -1.054737 0.5 0.2 -0.1 0.19
H -0.335210 3.507807 -0.848279 -0.1 -0.4 0.2 0.20
H -1.137991 -1.697619 2.183378 0.1 1.1 0.5 0.51
H -0.745975 -0.273284 2.699065 -0.2 -0.5 -0.4 0.46
O -1.119983 -1.114278 2.982571 -0.1 -0.5 1.1 -1.00
```
Positions in Å, forces in eV/Å.

Gap between HOMO and LUMO: 8.0 eV
Energy above the lowest of the compared OMol25 structures with the same formula, charge and spin: 1.024 eV
Charge: -1
Multiplicity: 1

5.
# C5H11O3

A molecular structure, C5H11O3 (wB97M-V/def2-TZVPD, OMol25).

```
19
Properties=species:S:1:pos:R:3:forces:R:3:nbo_charge:R:1
O 0.784853 -1.616269 1.415568 -1.7 -0.2 -0.2 -0.68
C 0.741256 -1.277673 0.185915 1.9 -2.2 -1.4 0.42
O 2.032766 -1.883936 -0.452513 -0.8 0.5 0.4 -0.78
C -0.405386 -1.343854 -0.741884 2.1 -3.7 0.0 -0.06
C 0.732377 0.216753 -0.125847 3.1 4.3 3.2 -0.43
C -0.343774 1.132575 0.401963 -2.2 0.4 0.0 -0.41
C -1.133639 0.538367 1.591862 1.9 -1.6 -0.3 -0.60
H -0.919279 -2.273914 -0.840913 -2.0 -0.2 1.6 0.19
H -0.471661 -0.796836 -1.630257 0.2 1.2 -0.8 0.21
H 1.748622 0.482524 0.336449 -1.2 -0.3 0.4 0.24
H 1.017540 0.419847 -1.106291 -0.5 0.0 -2.1 0.26
H 0.034268 2.178411 0.582451 -0.4 -1.2 -0.2 0.23
H -1.173044 1.183393 -0.329186 1.0 0.7 -0.4 0.25
H -1.859329 1.193163 1.988716 -1.0 0.8 0.2 0.20
H -0.404784 0.287550 2.361100 -0.3 -0.2 0.4 0.21
H -1.605497 -0.453540 1.278833 0.4 1.2 0.4 0.18
H 2.359569 -2.336244 0.368918 -0.6 0.7 -1.0 0.48
H -0.561820 1.915572 -3.037565 0.0 -0.4 -1.0 0.39
O -0.573036 2.434110 -2.247319 0.1 0.2 0.9 -1.30
```
Positions in Å, forces in eV/Å.

Gap between HOMO and LUMO: 3.6 eV
Energy above the lowest of the compared OMol25 structures with the same formula, charge and spin: 9.150 eV
Charge: -1
Multiplicity: 1

6.
# C5H11O3

2 unconnected molecules or ions with the total composition C5H11O3 (wB97M-V/def2-TZVPD, OMol25).

```
19
Properties=species:S:1:pos:R:3:forces:R:3:nbo_charge:R:1
C -1.285195 1.834835 -1.028348 -0.2 -2.4 0.9 -0.54
C -0.200856 2.244457 -2.038712 -1.1 -0.5 0.4 -0.62
C -1.303416 0.200894 -0.995210 0.1 2.1 -1.9 0.80
O -2.192125 -0.295587 -1.708895 -0.1 -0.7 0.6 -0.77
O -0.306045 -0.312659 -0.445769 0.0 -0.4 0.3 -0.84
H -1.151207 1.987612 0.051910 0.4 1.0 -0.4 0.19
H -2.288822 2.112820 -1.346075 0.1 0.3 0.1 0.19
H 0.235621 3.218457 -1.864021 0.5 0.1 0.1 0.18
H -0.732810 2.284872 -2.979601 0.0 0.2 -0.5 0.20
H 0.491457 1.406762 -2.128039 0.5 0.5 0.2 0.22
C 1.703049 -1.725566 1.607993 -0.8 0.8 1.5 -0.06
C 0.233129 -2.025912 1.847783 -1.7 -1.2 -0.6 -0.65
O 1.881366 -0.361914 1.288767 0.8 0.3 -0.2 -0.77
H 2.148365 -1.774951 2.603776 0.6 -0.5 -0.2 0.15
H 2.180914 -2.397213 0.904006 0.1 -0.2 -0.2 0.15
H -0.254802 -2.660398 1.093447 0.4 0.4 -0.4 0.21
H 1.281421 -0.079162 0.581990 -0.6 -0.4 -0.3 0.51
H -0.314104 -1.098217 1.814237 -0.1 0.3 0.0 0.25
H -0.125936 -2.559128 2.740757 1.0 0.2 0.5 0.18
```
Positions in Å, forces in eV/Å.

Gap between HOMO and LUMO: 8.0 eV
Energy above the lowest of the compared OMol25 structures with the same formula, charge and spin: 1.219 eV
Charge: -1
Multiplicity: 1

7.
# C5H11O3

A molecular structure, C5H11O3 (wB97M-V/def2-TZVPD, OMol25).

```
19
Properties=species:S:1:pos:R:3:forces:R:3:nbo_charge:R:1
O 0.753431 -0.981544 -1.805406 5.4 2.2 -2.6 -0.81
C 1.919560 1.449565 0.877534 0.0 -0.1 0.1 -0.61
C 1.174151 0.244715 -1.207856 0.1 -0.8 -1.2 -0.07
C 1.413081 0.132735 0.289414 0.0 -0.3 0.4 -0.42
H -0.089029 -1.244124 -1.379136 0.2 0.2 -0.2 0.44
H 2.873140 1.735224 0.402454 -0.2 0.0 0.2 0.18
H 2.083440 1.350685 1.963803 0.0 0.2 -0.3 0.19
H 1.185281 2.254204 0.704323 0.2 -0.3 0.1 0.21
H 0.442871 1.050065 -1.413046 0.4 -0.2 0.2 0.17
H 2.118251 0.508295 -1.722286 -0.1 0.1 0.3 0.13
H 2.145890 -0.677464 0.468384 -0.2 0.3 -0.1 0.17
H 0.465121 -0.155815 0.782924 0.8 0.2 -0.2 0.22
O -1.000769 -1.483644 -0.749386 -5.2 -1.4 3.2 -0.72
O -1.323098 0.664845 -0.073246 -0.8 -1.5 -0.2 -0.75
C -1.620008 -0.558495 -0.155936 -1.1 1.4 0.7 0.79
C -2.902838 -0.990855 0.606344 -0.2 -0.1 -0.1 -0.72
H -2.622708 -1.272584 1.635313 -0.1 0.1 -0.3 0.20
H -3.634797 -0.167095 0.654033 0.4 -0.2 0.0 0.20
H -3.380968 -1.858714 0.121764 0.3 0.2 0.2 0.20
```
Positions in Å, forces in eV/Å.

Gap between HOMO and LUMO: 8.4 eV
Energy above the lowest of the compared OMol25 structures with the same formula, charge and spin: 1.635 eV
Charge: -1
Multiplicity: 1

8.
# C5H11O3

2 unconnected molecules or ions with the total composition C5H11O3 (wB97M-V/def2-TZVPD, OMol25).

```
19
Properties=species:S:1:pos:R:3:forces:R:3:nbo_charge:R:1
O -0.794503 -0.515897 1.730308 0.1 -0.1 -0.1 -0.83
C -1.283336 -0.698171 0.579660 -0.2 0.3 -0.2 0.76
O -2.436386 -0.422152 0.200818 0.0 0.0 -0.1 -0.76
C -0.321802 -1.264212 -0.480631 -0.3 0.4 -0.4 -0.51
C 0.463220 -0.160165 -1.249278 0.0 -0.7 0.5 -0.37
C 0.628564 1.144233 -0.476725 0.3 -0.1 -0.4 -0.41
C 1.306644 2.195097 -1.354659 -0.1 0.9 0.8 -0.60
H 0.378798 -1.925149 0.002762 0.3 -0.2 0.3 0.19
H -0.911309 -1.838061 -1.192746 0.0 -0.1 -0.1 0.20
H 1.432913 -0.613450 -1.468408 0.3 0.3 -0.1 0.18
H 0.027657 0.046987 -2.229799 -0.3 0.1 0.1 0.18
H -0.347907 1.477491 -0.141156 -0.2 0.2 -0.1 0.22
H 1.185754 0.973409 0.446280 0.1 0.0 -0.1 0.21
H 2.387954 2.069517 -1.401450 0.0 -0.4 -0.4 0.19
H 1.201951 3.203290 -0.927533 -0.1 -0.1 0.1 0.19
H 0.849557 2.271672 -2.339149 0.2 -0.3 -0.2 0.19
H -1.023185 -1.988773 2.702945 0.0 0.0 0.3 0.51
H -1.500438 -1.569972 4.017696 -0.1 0.0 0.2 0.46
O -1.244155 -2.385689 3.581063 0.1 -0.1 -0.2 -1.00
```
Positions in Å, forces in eV/Å.

Gap between HOMO and LUMO: 8.2 eV
Energy above the lowest of the compared OMol25 structures with the same formula, charge and spin: 0.197 eV
Charge: -1
Multiplicity: 1

9.
# C5H11O3P

A single C5H11O3P molecule (wB97M-V/def2-TZVPD, OMol25).

```
20
Properties=species:S:1:pos:R:3:forces:R:3:nbo_charge:R:1
C -0.626377 1.152694 1.174027 1.3 0.4 0.7 -0.64
C 0.725730 -0.594857 2.374083 0.0 -4.7 -1.6 -0.62
C 0.819918 -0.498012 -0.246390 0.0 2.0 -2.9 -0.44
C -0.002062 -0.289725 1.022021 -1.1 1.2 0.0 -0.25
C -0.174054 -0.163965 -1.643803 2.8 -1.9 1.9 0.20
O -0.053846 -0.247672 -4.296070 0.0 0.9 -1.0 -1.00
O -1.475139 -0.535504 -1.430824 -0.2 -2.0 -1.9 -0.74
O -0.048971 1.164613 -1.878594 0.3 0.9 1.2 -0.73
P 0.125882 -1.242779 -3.243715 0.0 -0.4 1.8 1.31
H -1.587205 0.982836 1.708872 0.6 0.6 -0.3 0.21
H 0.093943 1.763841 1.869015 -1.5 -0.8 -1.5 0.21
H -0.760663 1.684693 0.199355 0.0 -0.4 1.0 0.23
H -0.004971 -1.338120 2.950425 1.8 2.1 -0.5 0.23
H 1.623726 -1.300488 2.054711 -1.6 1.3 1.0 0.21
H 1.169421 0.251408 2.883897 -0.5 0.1 0.2 0.22
H 1.655082 0.282368 -0.448326 -1.2 -1.2 0.8 0.22
H 1.286174 -1.492369 -0.342446 -0.4 0.2 0.2 0.21
H -0.949402 -0.882495 0.851259 1.3 -0.2 0.7 0.20
H -1.812787 -0.016282 -0.755899 -1.4 1.6 2.1 0.48
H -0.004401 1.319814 -2.801597 -0.1 0.3 -1.9 0.50
```
Positions in Å, forces in eV/Å.

Gap between HOMO and LUMO: 8.4 eV
Energy above the lowest of the compared OMol25 structures with the same formula, charge and spin: 2.348 eV
Charge: 0
Multiplicity: 1
Structure (SMILES): CC(C)CC(O)(O)P=O

10.
# C5H11O3Pm

A molecular structure, C5H11O3Pm (wB97M-V/def2-TZVPD, OMol25).

```
20
Properties=species:S:1:pos:R:3:forces:R:3:mulliken_charge:R:1
O 1.856864 0.042289 -2.568148 -1.9 -1.3 0.7 -0.79
C 2.442198 0.602702 -1.473686 0.2 0.4 0.4 -0.41
C 2.254230 -0.205341 -0.186538 1.3 0.0 -0.1 -0.40
O 0.870582 -0.459238 0.089932 -1.1 0.3 -0.2 -0.37
C 0.271620 -0.043881 1.302072 0.0 -0.3 0.4 -0.49
C -1.133267 0.409134 0.982091 0.1 0.8 0.7 -0.45
O -1.726372 -0.558459 0.118252 -0.3 0.1 0.6 -0.36
C -3.131162 -0.405463 -0.046996 -0.6 0.2 0.2 -0.74
Pm -0.460594 -1.410224 -1.594353 2.3 0.3 -2.3 1.53
H 2.075116 1.640565 -1.268496 0.1 -0.2 0.0 0.21
H 3.555925 0.697562 -1.553031 -0.4 0.0 -0.1 0.32
H 2.688831 0.303324 0.689850 0.0 -0.3 -0.3 0.42
H 2.661098 -1.215435 -0.338591 0.4 0.3 0.2 0.15
H 0.821585 0.779181 1.775543 -0.1 -0.2 -0.1 0.40
H 0.257676 -0.920458 1.967093 0.0 0.4 0.1 0.28
H -1.129158 1.384945 0.472430 0.0 -0.2 0.1 0.32
H -1.715708 0.487886 1.911104 0.1 0.0 -0.2 0.44
H -3.454291 -1.123633 -0.807720 -0.1 0.1 0.1 0.30
H -3.638128 -0.622901 0.902564 0.1 0.0 -0.3 0.30
H -3.367044 0.617445 -0.373373 0.0 -0.3 0.1 0.35
```
Positions in Å, forces in eV/Å.

Gap between HOMO and LUMO (spin up / spin down): 6.3 / 6.3 eV
Energy above the lowest of the compared OMol25 structures with the same formula, charge and spin: 0.000 eV
Charge: +1
Multiplicity: 6